99
Properties=species:S:1:pos:R:3 method="wB97M-V/def2-TZVPD" spin_multiplicity=1 homo_lumo_gap_ev=7.8 charge=+2
Be 0.096 -0.234 0.495
O -0.170 -1.635 -0.312
S -0.762 -1.112 -1.669
C -2.242 -2.050 -1.831
C -2.299 -3.262 -2.481
C -3.517 -3.925 -2.716
C -4.672 -3.314 -2.308
C -6.114 -3.724 -2.453
C -6.924 -2.589 -1.773
C -5.880 -1.651 -1.222
C -5.983 -0.514 -0.470
C -4.796 0.113 -0.052
C -3.524 -0.312 -0.396
P -2.163 0.493 0.557
C -2.556 -0.069 2.255
C -2.988 -1.379 2.456
C -3.173 -1.871 3.741
C -2.942 -1.057 4.839
C -2.516 0.252 4.648
C -2.310 0.739 3.367
C -2.543 2.264 0.481
C -1.930 2.973 -0.554
C -2.190 4.322 -0.733
C -3.057 4.977 0.131
C -3.667 4.280 1.164
C -3.415 2.927 1.341
C -3.403 -1.441 -1.263
C -4.600 -2.102 -1.590
C 0.302 -1.625 -2.998
C -0.332 -1.779 -4.215
C 0.336 -2.197 -5.376
C 1.667 -2.485 -5.275
C 2.644 -2.999 -6.299
C 3.997 -3.085 -5.548
C 3.704 -2.551 -4.170
C 4.525 -2.319 -3.104
C 3.966 -1.709 -1.970
C 2.627 -1.388 -1.831
P 2.258 -0.353 -0.366
C 3.475 0.993 -0.452
C 4.779 0.921 0.035
C 5.634 2.004 -0.104
C 5.198 3.164 -0.731
C 3.904 3.242 -1.224
C 3.045 2.164 -1.078
C 2.797 -1.441 1.007
C 2.575 -2.814 0.933
C 2.897 -3.639 2.003
C 3.454 -3.105 3.153
C 3.683 -1.736 3.236
C 3.347 -0.910 2.177
C 1.726 -1.735 -2.886
C 2.332 -2.250 -4.054
H -1.388 -3.713 -2.849
H -3.518 -4.873 -3.236
H -6.286 -4.687 -1.971
H -6.380 -3.848 -3.503
H -7.575 -2.963 -0.984
H -7.561 -2.066 -2.487
H -6.940 -0.117 -0.156
H -4.893 0.966 0.607
H -3.189 -2.022 1.608
H -3.511 -2.889 3.882
H -3.111 -1.434 5.839
H -2.364 0.902 5.501
H -1.985 1.763 3.231
H -1.250 2.461 -1.228
H -1.718 4.861 -1.543
H -3.257 6.032 -0.001
H -4.348 4.788 1.833
H -3.908 2.395 2.144
H -1.397 -1.599 -4.281
H -0.213 -2.308 -6.301
H 2.697 -2.316 -7.148
H 2.328 -3.965 -6.692
H 4.772 -2.494 -6.036
H 4.367 -4.109 -5.493
H 5.582 -2.545 -3.132
H 4.639 -1.451 -1.162
H 5.139 0.020 0.514
H 6.645 1.937 0.273
H 5.868 4.007 -0.833
H 3.563 4.141 -1.720
H 2.031 2.228 -1.460
H 2.150 -3.246 0.037
H 2.718 -4.704 1.929
H 3.723 -3.752 3.977
H 4.142 -1.315 4.122
H 3.546 0.153 2.245
N 1.080 0.285 5.573
C 1.383 1.489 5.077
N 1.847 2.437 5.884
N 1.246 1.793 3.797
C 0.853 1.054 2.848
N 0.497 0.417 1.942
H 1.206 0.060 6.545
H 0.704 -0.428 4.968
H 1.960 2.295 6.873
H 2.072 3.337 5.494

***

12
Properties=species:S:1:pos:R:3 method="wB97M-V/def2-TZVPD" spin_multiplicity=1 homo_lumo_gap_ev=7.7
C -1.844 -0.079 0.423
C -0.504 0.064 0.141
C 0.571 -0.935 -0.066
N 1.769 -0.247 -0.126
N 1.609 1.090 -0.045
C 0.337 1.296 0.092
H -2.504 0.776 0.315
H -0.317 -0.577 -1.107
H -2.320 -1.059 0.370
H 0.571 -2.000 0.135
H 2.673 -0.632 -0.331
H -0.042 2.303 0.199

***

104
Properties=species:S:1:pos:R:3 method="wB97M-V/def2-TZVPD" spin_multiplicity=2 homo_lumo_gap_ev="4.1 / 5.9" charge=-2
Hg -0.804 1.072 -1.929
O -4.431 2.025 -4.482
C -3.494 1.412 -3.935
N -3.078 1.442 -2.680
C -3.859 1.962 -1.644
C -5.261 1.975 -1.652
C -5.985 2.364 -0.533
C -5.318 2.733 0.631
C -3.931 2.727 0.651
C -3.183 2.370 -0.471
N -1.784 2.308 -0.416
C -1.099 3.399 0.031
O -1.620 4.472 0.364
C 0.370 3.149 0.233
C 1.011 3.901 1.271
C 2.211 3.626 1.866
C 3.094 2.502 1.417
C 2.178 1.674 -0.374
N 0.906 2.247 -0.604
C -2.722 0.456 -4.848
C -2.739 0.690 -6.222
C -2.103 -0.204 -7.064
C -1.490 -1.323 -6.517
C -1.539 -1.482 -5.141
N -2.132 -0.617 -4.323
H -5.774 1.684 -2.558
H -7.069 2.381 -0.574
H -5.871 3.028 1.515
H -3.397 3.011 1.550
H 0.422 4.736 1.634
H 2.595 4.289 2.632
H 3.989 2.404 2.031
H 2.363 0.921 -1.143
H -3.259 1.565 -6.587
H -2.082 -0.031 -8.135
H -0.983 -2.054 -7.135
H -1.070 -2.341 -4.665
C -3.942 -3.311 -2.056
C -3.892 -2.086 -1.416
C -2.671 -1.587 -0.970
C -1.496 -2.305 -1.166
C -1.558 -3.545 -1.805
C -2.771 -4.046 -2.247
P 0.086 -1.497 -0.660
C 0.931 -2.853 0.255
C 0.205 -3.528 1.241
C 0.824 -4.421 2.104
C 2.190 -4.657 2.002
C 2.928 -3.975 1.048
C 2.307 -3.069 0.192
C 0.914 -1.354 -2.288
C 1.686 -2.330 -2.918
C 2.248 -2.077 -4.163
C 2.011 -0.855 -4.784
C 1.190 0.089 -4.181
C 0.632 -0.129 -2.924
H -4.888 -3.696 -2.418
H -4.793 -1.501 -1.271
H -2.638 -0.622 -0.474
H -0.648 -4.115 -1.960
H -2.808 -5.005 -2.752
H -0.857 -3.332 1.342
H 0.242 -4.923 2.867
H 2.677 -5.351 2.676
H 3.999 -4.131 0.978
H 2.906 -2.504 -0.512
H 1.848 -3.295 -2.449
H 2.860 -2.829 -4.648
H 2.458 -0.643 -5.750
H 0.979 1.013 -4.710
C 1.350 -2.776 5.659
C 0.101 -2.256 5.341
C -0.027 -1.342 4.303
C 1.076 -0.901 3.561
C 2.323 -1.431 3.906
C 2.458 -2.358 4.938
Sb 0.482 0.621 2.054
C 2.387 1.136 1.112
C 3.301 -0.060 1.039
C 4.543 -0.105 0.542
C 5.273 0.983 -0.129
C 4.750 2.155 -0.491
C 3.382 2.648 -0.133
C 0.414 2.016 3.724
C 1.415 2.069 4.694
C 1.317 2.934 5.775
C 0.200 3.752 5.916
C -0.804 3.707 4.959
C -0.694 2.845 3.871
H 1.458 -3.493 6.465
H -0.774 -2.557 5.906
H -1.016 -0.952 4.068
H 3.216 -1.111 3.388
H 3.441 -2.747 5.183
H 2.871 -1.020 1.308
H 5.043 -1.072 0.556
H 6.303 0.774 -0.402
H 5.400 2.856 -1.010
H 3.209 3.651 -0.513
H 2.289 1.433 4.604
H 2.114 2.972 6.510
H 0.119 4.423 6.764
H -1.674 4.347 5.048
H -1.467 2.856 3.105

***

The records above give, respectively, relative energy (zero: lowest compared OMol25 entry of this formula, charge and spin) values of 0.00 425.64 219.04 kJ/mol.